Record 1
C10H14ClCuN3O7 as an isolated structure, computed with wB97M-V/def2-TZVPD.

```
36
Properties=species:S:1:pos:R:3
Cu -2.02345 -0.06879 0.64882
O -3.35358 1.11272 -1.09984
Cl -4.11005 1.84367 -0.08586
O -5.48750 1.40504 -0.10155
O -4.02537 3.25562 -0.30918
O -3.50932 1.50196 1.21616
C 2.82951 -1.65013 2.10998
C 3.19353 -0.25155 1.64088
C 2.34198 0.24067 0.46335
C 2.78198 1.66295 0.06809
C 1.98941 2.25373 -1.08643
C 2.59765 -0.66767 -0.72142
O 3.71414 -0.86341 -1.16989
N 1.49984 -1.24255 -1.27691
C 0.15757 -1.08184 -0.87491
O -0.69040 -1.63640 -1.55200
N -0.11880 -0.30574 0.20391
C 0.87052 0.30841 0.90328
O 0.62609 0.98639 1.89139
H 3.45427 -1.95174 2.95227
H 2.97306 -2.38980 1.31937
H 1.78999 -1.70193 2.43735
H 4.23831 -0.21476 1.32475
H 3.05653 0.46589 2.45109
H 3.84498 1.61496 -0.18006
H 2.67022 2.28211 0.96025
H 2.10185 1.66078 -1.99695
H 2.33332 3.26386 -1.31428
H 0.92454 2.31407 -0.85629
H 1.63573 -1.82426 -2.09049
C -5.01204 -1.76396 -1.38052
C -4.14788 -1.65202 -0.21589
N -3.47602 -1.55546 0.71183
H -5.48651 -0.79645 -1.53480
H -5.76403 -2.53113 -1.20007
H -4.42008 -2.02324 -2.25545
```

Summary:
- DFT total energy (a.u.) = -3181.019529
- charge = -1

---

Record 2
A 2-piece molecular cluster, CH6O2 overall, computed with wB97M-V/def2-TZVPD.

```
9
Properties=species:S:1:pos:R:3
C -0.49970 -0.90997 0.83357
O -0.01001 -0.79417 -0.45946
H -0.91616 0.19720 1.01717
H -1.29583 -1.78430 0.83646
H 0.33803 -1.35103 1.58328
H 0.57458 -1.52875 -0.84391
O 0.51681 1.65093 -0.31323
H -0.00419 2.25310 -0.93048
H 0.24730 0.81953 -0.48246
```

Summary:
- DFT total energy (a.u.) = -192.115539
- ΔE to the lowest compared entry with this formula, charge and spin (eV) = 1.161
- SMILES = CO.O
- charge = 0

---

Record 3
C63H48FGeN3O3P3PdS as an isolated structure, computed with wB97M-V/def2-TZVPD.

```
124
Properties=species:S:1:pos:R:3
Pd 0.88220 -0.07287 0.24757
F 3.99669 1.61051 2.94626
Ge 2.85327 1.14008 1.64128
C 4.18252 1.14762 0.19240
C 5.36391 1.84820 0.43995
C 6.46572 1.69971 -0.38788
C 6.41669 0.81978 -1.46013
C 5.24567 0.13656 -1.73365
C 4.11297 0.32863 -0.93380
P 2.58757 -0.56306 -1.31403
C 2.84611 -2.31101 -0.90661
C 4.09858 -2.80981 -0.55891
C 4.24832 -4.16040 -0.27672
C 3.15364 -5.01063 -0.30066
C 1.89314 -4.51105 -0.60228
C 1.73862 -3.16750 -0.89819
C 2.42771 -0.54440 -3.12902
C 1.66250 -1.53347 -3.75364
C 1.58340 -1.60210 -5.13379
C 2.27349 -0.68508 -5.91389
C 3.00583 0.31950 -5.30416
C 3.06497 0.40933 -3.92056
C 2.79403 -0.72261 2.28902
C 4.05410 -1.28305 2.50373
C 4.16662 -2.58100 2.96432
C 3.02998 -3.35091 3.19980
C 1.77520 -2.81988 2.98740
C 1.64921 -1.49512 2.54861
P 0.05005 -0.66502 2.41574
C -0.18630 0.19726 3.99049
C -0.35716 -0.56969 5.14699
C -0.48667 0.05227 6.37516
C -0.44060 1.43894 6.46394
C -0.25756 2.20285 5.32339
C -0.13060 1.58204 4.08804
C -1.21698 -1.94171 2.35202
C -1.04099 -3.01870 1.47983
C -2.08088 -3.90442 1.25579
C -3.30760 -3.70939 1.87990
C -3.49018 -2.64057 2.74605
C -2.44696 -1.75992 2.98705
C 1.89157 2.84989 1.72050
C 2.33462 3.79127 2.65342
C 1.82431 5.07995 2.64633
C 0.87066 5.45655 1.70993
C 0.41151 4.53088 0.79298
C 0.92397 3.22874 0.79403
P 0.15393 2.05851 -0.34570
C -1.61793 2.34646 -0.06329
C -2.55615 2.57395 -1.07035
C -3.89227 2.77245 -0.74353
C -4.30795 2.75933 0.57812
C -3.37200 2.57809 1.59044
C -2.04365 2.36923 1.27049
C 0.48272 2.63168 -2.01622
C 1.32137 3.72044 -2.24656
C 1.39520 4.27395 -3.51758
C 0.63761 3.74699 -4.55035
C -0.14706 2.61908 -4.33858
C -0.19956 2.03939 -3.08459
H 5.42732 2.48534 1.31219
H 7.37589 2.24558 -0.17639
H 7.28890 0.66569 -2.08133
H 5.21134 -0.54527 -2.57304
H 4.96220 -2.15854 -0.52959
H 5.22908 -4.54566 -0.03031
H 3.27894 -6.06086 -0.07299
H 1.03271 -5.16750 -0.60722
H 0.74624 -2.78353 -1.11077
H 1.16400 -2.29179 -3.16937
H 1.00363 -2.38757 -5.60016
H 2.23342 -0.75071 -6.99304
H 3.53300 1.04789 -5.90570
H 3.62610 1.21442 -3.47162
H 4.94318 -0.68914 2.33232
H 5.14753 -3.00243 3.14428
H 3.12815 -4.36483 3.56474
H 0.89291 -3.41361 3.18752
H -0.38890 -1.65072 5.08616
H -0.62583 -0.54463 7.26630
H -0.54693 1.92066 7.42666
H -0.21429 3.28199 5.38886
H 0.02507 2.18325 3.20789
H -0.09341 -3.15835 0.97395
H -1.94481 -4.73890 0.58022
H -4.12862 -4.38594 1.68353
H -4.45171 -2.47676 3.21411
H -2.60993 -0.90861 3.63543
H 3.07217 3.50504 3.38704
H 2.17172 5.79532 3.38050
H 0.47388 6.46288 1.70440
H -0.36022 4.80845 0.08464
H -2.26328 2.62092 -2.10499
H -4.61393 2.93505 -1.53328
H -5.35508 2.88565 0.82422
H -3.68661 2.57989 2.62591
H -1.32857 2.21480 2.06618
H 1.88335 4.16121 -1.43495
H 2.02548 5.13607 -3.68986
H 0.66773 4.20636 -5.52956
H -0.71610 2.19185 -5.15280
H -0.80685 1.15811 -2.91897
O -9.03591 -2.26943 0.46824
S -8.39189 -1.00246 0.19326
O -7.35675 -0.61985 1.14409
O -9.25461 0.07982 -0.22761
C -7.42831 -1.36143 -1.30857
N -8.03432 -1.53562 -2.48845
C -7.24453 -1.71055 -3.53578
C -5.85209 -1.68767 -3.46121
C -5.33305 -1.52574 -2.19249
N -6.11938 -1.38598 -1.13486
C -3.89652 -1.38722 -1.83041
C -2.80769 -1.59640 -2.66947
C -1.53033 -1.39192 -2.17106
N -1.27038 -0.99306 -0.91901
C -2.33080 -0.80520 -0.13318
C -3.62976 -0.99409 -0.52340
H -7.74063 -1.85492 -4.49004
H -5.23939 -1.78841 -4.34672
H -2.93657 -1.91124 -3.69679
H -0.67045 -1.56240 -2.80958
H -2.14195 -0.45614 0.86424
H -4.45463 -0.84791 0.16142
```

Summary:
- DFT total energy (a.u.) = -6546.277688
- ΔE to the lowest compared entry with this formula, charge and spin (eV) = 0.718
- charge = +1

---

Record 4
C6H9N as an isolated structure, computed with wB97M-V/def2-TZVPD.

```
16
Properties=species:S:1:pos:R:3
C 1.85300 0.93247 -0.32404
C 0.99924 -0.42478 0.64989
C -0.52492 -0.49774 0.99483
C -1.00954 -1.21998 -0.32543
C -0.48573 0.08129 -0.95401
C -1.03600 0.79257 0.31230
N 0.95123 -0.08828 -0.69700
H 2.74656 1.02045 -0.98585
H 1.68361 1.77150 0.34476
H 1.72860 -1.09843 1.08543
H -0.87935 -0.83884 1.97473
H -0.54687 -2.16300 -0.63648
H -2.10149 -1.29268 -0.38100
H -0.67183 0.40633 -1.97576
H -0.58055 1.73699 0.61487
H -2.12594 0.88214 0.30277
```

Summary:
- DFT total energy (a.u.) = -288.608575
- ΔE to the lowest compared entry with this formula, charge and spin (eV) = 4.720
- charge = 0

---

Orbital gap per entry: 8.38, 11.20, 3.37, 8.94 eV
Molecular weight per entry: 387.23, 50.06, 1218.11, 95.14 g mol⁻¹